No. 1
Density functional theory data (ωB97M-V/def2-TZVPD) for a molecular structure, CH2CuMgO.

Summary:
E_HOMO (alpha / beta): -11.19 / -11.19 eV
Frontier orbital gap (alpha / beta): 0.1629 / 0.1629 Ha

Geometry as ORCA input:
```
! wB97M-V def2-TZVPD RIJCOSX def2/J DEFGRID3
* xyz 1 1
C 0.59689 -0.25435 -0.27500
O -0.02348 0.72434 -0.69141
H 0.41788 -1.32894 -0.40876
Mg 2.45845 0.16673 0.70766
Cu -1.99920 1.27058 0.25493
H -1.45055 -0.57836 0.41258
*
```

Mulliken population analysis, charges in e, atoms 1 to 4: 0.01 -0.28 0.58 0.67

***

No. 2
Density functional theory data (ωB97M-V/def2-TZVPD) for a molecular structure, C6H18AlN3OP.

Summary:
ΔE to the lowest compared entry with this formula, charge and spin: 43.4 kcal per mole
E_HOMO: -20.38 eV
Frontier orbital gap: 0.1335 Ha

Geometry as ORCA input:
```
! wB97M-V def2-TZVPD RIJCOSX def2/J DEFGRID3
* xyz 3 1
Al -0.15143 -3.72149 -0.48979
O -0.20575 -2.17136 0.05426
P -0.05016 -0.69661 -0.00896
N -0.84494 0.11434 -1.30475
C -1.03974 1.61690 -1.34812
C -2.00081 -0.58074 -1.91450
N 1.61292 -0.17304 -0.24804
C 2.12382 0.52018 -1.38562
C 2.57687 -0.93368 0.55670
N -0.62445 0.14005 1.37085
C -1.72617 -0.40603 2.27143
C 0.04300 1.28517 1.93582
H -0.63307 1.92013 -2.31290
H -0.45598 2.20034 -0.63613
H -2.05116 2.01364 -1.26017
H -2.55406 -1.19086 -1.20052
H -1.46076 -1.20903 -2.62283
H -2.62643 0.03382 -2.56181
H 2.28021 -0.20854 -2.18100
H 1.36791 1.16973 -1.82695
H 3.06215 0.99325 -1.09604
H 2.13176 -1.29651 1.48316
H 2.80181 -1.83443 -0.01439
H 3.56036 -0.51586 0.77182
H -1.91781 -1.46100 2.07543
H -1.49704 -0.35958 3.33606
H -2.60502 0.19212 2.03068
H 0.44672 2.03637 1.25698
H 0.91826 0.88294 2.44595
H -0.48103 1.63977 2.82338
*
```

Mulliken population analysis, charges in e, atoms 1 to 4: 0.58 -0.17 0.19 0.21

***

No. 3
Density functional theory data (ωB97M-V/def2-TZVPD) for C5H9NO in the gas phase.

Summary:
ΔE to the lowest compared entry with this formula, charge and spin: 23.6 kcal per mole
E_HOMO: -10.72 eV
SMILES string: C[C@H](C#N)CCO
Frontier orbital gap: 0.4241 Ha

Geometry as ORCA input:
```
! wB97M-V def2-TZVPD RIJCOSX def2/J DEFGRID3
* xyz 0 1
C -2.12506 -0.26379 -0.15687
C -0.60853 -0.48936 -0.05111
C 0.18587 0.82771 -0.10268
C 1.69026 0.63450 -0.01598
O 2.08307 -0.16099 -1.12000
C -0.30964 -1.23082 1.18613
N -0.09555 -1.79194 2.17592
H -2.34053 0.48727 -0.92305
H -2.53613 0.09281 0.79270
H -2.64269 -1.18859 -0.42641
H -0.26318 -1.11081 -0.88538
H -0.04632 1.31512 -1.05730
H -0.14008 1.50075 0.69948
H 1.95188 0.14913 0.93675
H 2.18297 1.61903 -0.03969
H 3.01368 -0.39003 -1.01249
*
```

Mulliken population analysis, charges in e, atoms 1 to 4: -1.46 0.68 -0.85 -0.53

***

no.,F_max (eV/Å),total energy (eV)
1,4.25,-53188.2972
2,7.55,-28882.8948
3,1.15,-8868.1911